Computed, not measured: 8 unconnected molecules or ions with the total composition C28H51BBr14N5O5, with wB97M-V/def2-TZVPD.

The geometry in XYZ format:
```
104
C28H51BBr14N5O5 wB97M-V/def2-TZVPD
C -5.0569 1.1170 -0.4853
C -4.0298 1.0642 -1.3226
C -2.5361 1.0312 -1.9780
C -1.7632 -0.2831 -1.4432
C -0.6906 -1.0457 -2.3705
C 0.6624 -0.3278 -2.8701
C 0.5384 1.2215 -3.2514
O 0.5098 2.1922 -2.4037
O 0.4689 1.6162 -4.6502
C -0.6432 2.5137 -4.8796
C -0.6022 4.1236 -4.6441
O -1.7331 2.0408 -5.3416
N -0.1362 -1.9853 -1.2876
C -0.7346 -1.7201 0.0473
N -0.7594 -2.5240 1.1197
B -0.0965 -3.8912 1.0801
N 0.8375 -4.2576 2.2180
O -0.2832 -4.8632 0.0370
N -1.3509 -0.3375 0.0218
C -0.2383 0.5768 0.4441
C -0.8303 2.0033 0.9803
O -2.0888 2.2766 0.9109
N 0.0181 3.0599 1.6271
C 1.1426 2.4627 2.4246
C 0.5013 3.9206 0.4944
H -5.8044 0.9357 0.3842
H -2.0068 2.0226 -1.6705
H -2.6681 1.0687 -3.1222
H -2.6394 -1.0604 -1.4228
H -1.2003 -1.8043 -3.0965
H 0.9981 -0.8860 -3.8412
H 1.5236 -0.5333 -2.1097
H -0.1294 4.7005 -5.5189
H -1.6955 4.4603 -4.5109
H 0.0106 4.3952 -3.6912
H -0.2671 -2.9316 -1.6815
H -1.2275 -2.1759 1.9827
H 1.6544 -3.6238 2.1549
H 0.2962 -3.9770 3.0733
H 0.1294 -5.7147 0.3682
H 0.2460 0.0859 1.3894
H 0.6170 0.7009 -0.3143
H 1.4117 3.2450 3.2536
H 0.8589 1.4907 2.9774
H 2.0637 2.3450 1.7292
H -0.3679 4.3222 -0.1538
H 1.0541 4.8334 0.9258
H 1.2623 3.3130 -0.1294
Br -0.0165 2.5593 -8.7301
C -1.9340 2.2173 -8.8260
C -2.2939 1.4674 -10.0850
Br -2.2909 2.6478 -11.6370
H -2.4341 3.1832 -8.7400
H -2.1596 1.6170 -7.9421
H -3.3132 1.0809 -10.0245
H -1.6113 0.6463 -10.3088
Br -7.6529 0.3226 3.1878
C -7.7598 -1.4526 2.3897
C -6.4150 -2.1353 2.3995
Br -5.2555 -1.4227 1.0018
H -8.1743 -1.3272 1.3881
H -8.4746 -2.0003 3.0071
H -6.5201 -3.1975 2.1690
H -5.8803 -2.0246 3.3440
Br 3.5691 4.6521 5.2950
C 2.6248 6.3329 5.5887
C 1.1440 6.1043 5.7664
Br 0.2725 5.7569 4.0569
H 2.8637 6.9836 4.7461
H 3.0620 6.7492 6.4984
H 0.6595 7.0024 6.1547
H 0.9117 5.2612 6.4186
Br 2.1374 -7.9959 0.9614
C 3.8305 -7.0775 0.6509
C 4.5254 -6.7549 1.9510
Br 3.6990 -5.2233 2.8300
H 3.6075 -6.1949 0.0492
H 4.4274 -7.7741 0.0581
H 5.5599 -6.4555 1.7704
H 4.5101 -7.5784 2.6665
Br 6.8007 -7.9506 -0.5950
C 8.4915 -7.0299 -0.9051
C 9.1840 -6.7069 0.3958
Br 8.3558 -5.1763 1.2764
H 8.2678 -6.1477 -1.5067
H 9.0893 -7.7254 -1.4975
H 10.2183 -6.4063 0.2171
H 9.1683 -7.5314 1.1101
Br -6.0574 2.7344 5.4626
C -5.9885 4.5786 4.8335
C -6.9127 4.7908 3.6596
Br -6.1510 4.0607 2.0194
H -4.9442 4.7988 4.6069
H -6.3050 5.1817 5.6869
H -7.0448 5.8564 3.4614
H -7.8911 4.3261 3.7904
Br 4.8210 1.6896 0.9517
C 4.5446 -0.2151 0.6439
C 3.2306 -0.6801 1.2245
Br 3.3417 -0.8739 3.1620
H 5.4090 -0.7335 1.0617
H 4.5478 -0.3303 -0.4421
H 2.9776 -1.6763 0.8535
H 2.4029 0.0000 1.0201
```

Summary:
E_tot: -37808.1181 hartree
charge: +1
strongest force on any atom: 7.201 eV/Å